No. 1
A gas-phase ion, C4H6N3O (charge +1) at a distorted geometry, computed with wB97M-V/def2-TZVPD.

Summary:
SMILES string: [H]/N=[NH+]/C=[N+](/C)C#C[O-]
Net charge: +1
Orbital gap in hartree: 0.2825
Energy relative to the best compared isomer or geometry (same formula, charge and spin) in kJ/mol: 377.5
Lowest unoccupied orbital energy in eV: -6.14

Element x y z (Å)
H: 2.0794 -2.2691 0.1860
N: 1.4926 -1.4480 0.0779
N: 0.2416 -1.6676 -0.0241
C: -0.6811 -0.7202 -0.1251
N: -0.3897 0.6082 -0.0545
C: -1.5089 1.5259 0.0301
C: 0.8048 1.1156 -0.0023
C: 2.0202 0.5701 -0.0076
O: 3.1665 0.6319 0.0048
H: -0.1396 -2.6291 -0.0272
H: -1.7094 -1.0157 -0.2467
H: -1.1459 2.5395 -0.1235
H: -1.9588 1.4623 1.0232
H: -2.2715 1.2963 -0.7111

=====

No. 2
A molecular structure, C52H72BrHfN6O4S2, computed with wB97M-V/def2-TZVPD.

Summary:
Net charge: -1
Orbital gap in hartree: 0.2069
Energy relative to the best compared isomer or geometry (same formula, charge and spin) in kJ/mol: 193.8
Lowest unoccupied orbital energy in eV: 2.06

Element x y z (Å)
Hf: -0.0436 -0.1335 1.1801
C: -3.4695 -3.4895 1.0012
N: -2.9629 -2.9353 -0.2465
C: -3.4413 -3.6814 -1.3940
C: -3.3035 -1.5162 -0.3540
C: -2.3722 -0.7819 -1.3189
N: -1.6267 0.3611 -0.7416
C: -0.8226 0.9911 -1.8342
C: -0.0042 0.0713 -2.6761
C: -0.0883 0.1591 -4.0531
C: 0.6926 -0.6394 -4.8784
C: 1.5109 -1.5620 -4.2397
C: 1.6035 -1.7125 -2.8529
C: 0.8525 -0.8321 -2.0303
O: 0.8888 -0.8259 -0.7014
C: 2.3845 -2.9113 -2.2940
C: 1.3274 -3.8993 -1.7803
C: 3.3479 -2.5006 -1.1764
C: 3.2216 -3.6413 -3.3479
C: 0.6068 -0.5038 -6.3976
C: -0.8343 -0.7678 -6.8576
C: 1.5261 -1.4909 -7.1182
C: 1.0147 0.9185 -6.8090
C: -2.5774 1.4164 -0.2906
C: -1.9428 2.7725 -0.0785
C: -2.5673 3.8885 -0.6313
C: -2.0680 5.1668 -0.4492
C: -0.9735 5.2953 0.4079
C: -0.3180 4.2183 0.9882
C: -0.7513 2.9213 0.6385
O: -0.0055 1.8485 0.9498
C: 0.8066 4.4291 2.0091
C: 2.1445 3.8909 1.4761
C: 1.0042 5.9086 2.3438
C: 0.4266 3.7048 3.3142
C: -2.6402 6.4024 -1.1417
C: -1.5201 7.1087 -1.9220
C: -3.2146 7.3711 -0.0978
C: -3.7496 6.0454 -2.1324
H: -4.5692 -3.4380 1.0696
H: -3.0412 -2.9454 1.8474
H: -3.1837 -4.5434 1.0779
H: -4.5438 -3.6795 -1.4614
H: -3.1053 -4.7194 -1.3342
H: -3.0431 -3.2500 -2.3157
H: -3.2177 -1.0946 0.6444
H: -4.3518 -1.3896 -0.6701
H: -2.9249 -0.4176 -2.1950
H: -1.6304 -1.4974 -1.6694
H: -0.1632 1.7196 -1.3719
H: -1.5110 1.5406 -2.4854
H: -0.7781 0.8854 -4.4761
H: 2.1125 -2.2156 -4.8534
H: 0.6444 -3.3980 -1.0984
H: 1.7950 -4.7534 -1.2727
H: 0.7374 -4.2784 -2.6202
H: 2.8536 -1.9081 -0.4170
H: 4.1678 -1.9086 -1.5932
H: 3.7839 -3.3873 -0.7017
H: 2.6073 -4.0890 -4.1336
H: 3.7678 -4.4514 -2.8558
H: 3.9568 -2.9765 -3.8108
H: -1.1588 -1.7617 -6.5386
H: -0.9060 -0.7128 -7.9489
H: -1.5275 -0.0369 -6.4354
H: 1.2627 -2.5266 -6.8864
H: 2.5734 -1.3304 -6.8484
H: 1.4324 -1.3528 -8.1985
H: 0.3723 1.6676 -6.3414
H: 0.9468 1.0390 -7.8954
H: 2.0440 1.1213 -6.5028
H: -3.0386 1.0873 0.6350
H: -3.3712 1.5228 -1.0421
H: -3.4640 3.7237 -1.2197
H: -0.6143 6.2924 0.6314
H: 2.4302 4.4094 0.5551
H: 2.0789 2.8283 1.2655
H: 2.9316 4.0411 2.2216
H: 1.3639 6.4805 1.4821
H: 1.7551 5.9897 3.1328
H: 0.0803 6.3664 2.7095
H: 0.3217 2.6332 3.1714
H: -0.5235 4.0915 3.6960
H: 1.1980 3.8631 4.0731
H: -0.7272 7.4582 -1.2569
H: -1.9198 7.9748 -2.4592
H: -1.0717 6.4266 -2.6493
H: -2.4456 7.6860 0.6118
H: -4.0177 6.8916 0.4682
H: -3.6174 8.2657 -0.5838
H: -3.4019 5.3169 -2.8696
H: -4.0652 6.9447 -2.6680
H: -4.6251 5.6323 -1.6238
S: -2.1738 -0.0922 2.5073
C: -2.1725 -0.3544 4.2724
C: -3.1255 0.4004 4.9612
C: -3.3123 0.2624 6.3269
C: -2.5244 -0.6463 7.0250
C: -1.5742 -1.3959 6.3548
C: -1.3679 -1.2889 4.9638
S: -0.1948 -2.2876 4.1652
H: -3.7290 1.1063 4.3999
H: -4.0591 0.8603 6.8375
H: -2.6536 -0.7684 8.0962
H: -0.9561 -2.1045 6.8926
C: 2.1009 -5.0790 4.3969
C: 1.3025 -5.9358 3.4142
C: -0.1908 -5.8882 3.7384
C: 1.5673 -5.5189 1.9640
N: 1.0872 -4.1794 1.6406
C: -0.1110 -3.7867 1.1892
N: -0.0934 -2.4977 1.1093
N: 1.1253 -2.1139 1.5286
N: 1.8610 -3.0983 1.8254
H: 1.9797 -5.4637 5.4124
H: 1.7425 -4.0458 4.3969
H: 3.1673 -5.0798 4.1523
H: 1.6519 -6.9719 3.4750
H: -0.5358 -4.8502 3.8208
H: -0.3836 -6.3702 4.6989
H: -0.7849 -6.4073 2.9766
H: 1.0741 -6.2064 1.2772
H: 2.6357 -5.5204 1.7559
H: -0.9366 -4.4335 0.9429
Br: 7.0659 -0.3377 -0.2354
C: 5.5351 -0.0794 0.8663
C: 5.6622 -0.1960 2.2426
C: 4.5444 0.0128 3.0362
C: 3.3126 0.3015 2.4622
C: 3.2176 0.3992 1.0830
C: 4.3281 0.2265 0.2715
C: 2.1366 0.6032 3.3699
O: 2.3553 1.0496 4.4740
O: 0.9582 0.3931 2.8576
H: 6.6204 -0.4361 2.6821
H: 4.6070 -0.0396 4.1160
H: 2.2721 0.6342 0.6069
H: 4.2474 0.3218 -0.8024

=====

No. 3
C20H24F3O3P in the gas phase at a distorted geometry, computed with wB97M-V/def2-TZVPD.

Summary:
SMILES string: CCCC1=C(P(C)CC)C(=O)c2ccc(C)c(C[C@@H](O)C(F)(F)F)c2C1=O
Orbital gap in hartree: 0.2714
Lowest unoccupied orbital energy in eV: -0.72

Element x y z (Å)
C: 0.8874 1.9250 3.7113
C: 1.0562 2.7364 2.4121
C: 0.0230 2.3855 1.2961
C: 0.5759 1.5750 0.1656
C: 0.4264 1.9081 -1.1278
P: -0.4586 3.3824 -1.7158
C: -0.7501 3.0744 -3.5075
C: -2.1814 3.2468 -1.0465
C: -2.6988 1.8409 -0.6489
C: 1.0796 1.0682 -2.1609
O: 1.5850 1.5208 -3.1538
C: 1.0540 -0.3867 -1.8738
C: 0.9358 -1.3165 -2.9025
C: 0.9171 -2.6649 -2.5793
C: 1.0059 -3.0936 -1.2463
C: 0.9609 -4.5852 -1.0160
C: 1.1169 -2.1474 -0.2019
C: 1.1423 -2.6133 1.2367
C: -0.2108 -3.1470 1.7256
O: -0.1168 -3.5733 3.0615
C: -1.3090 -2.0900 1.5813
F: -0.8848 -0.8725 1.9514
F: -1.7539 -1.9958 0.3228
F: -2.3672 -2.3743 2.3542
C: 1.1569 -0.7784 -0.5368
C: 1.3256 0.3180 0.4685
O: 2.0230 0.1941 1.4411
H: 1.7801 1.3341 3.8910
H: 0.0369 1.2557 3.6599
H: 0.7815 2.6034 4.5528
H: 0.9441 3.7909 2.6456
H: 2.0440 2.5833 1.9974
H: -0.3656 3.3233 0.9174
H: -0.7826 1.8087 1.7486
H: -0.9368 2.0182 -3.6996
H: 0.1361 3.3440 -4.0657
H: -1.6176 3.6394 -3.8261
H: -2.8291 3.6871 -1.7995
H: -2.2326 3.9072 -0.1877
H: -2.9684 1.8434 0.4019
H: -3.6193 1.6333 -1.1878
H: -1.9878 1.0488 -0.8519
H: 0.8634 -0.9551 -3.9173
H: 0.8337 -3.4045 -3.3616
H: -0.0510 -4.9392 -1.2053
H: 1.2391 -4.8701 -0.0104
H: 1.6198 -5.0942 -1.7122
H: 1.4821 -1.8487 1.9187
H: 1.8533 -3.4308 1.3199
H: -0.5115 -3.9858 1.1059
H: -0.2525 -2.8288 3.6555

=====

No. 4
2 unconnected molecules or ions with the total composition CH7N2O at a distorted geometry, computed with wB97M-V/def2-TZVPD.

Summary:
Multiplicity: 2
Orbital gap (alpha / beta) in hartree: 0.3944 / 0.2785
Energy relative to the best compared isomer or geometry (same formula, charge and spin) in kJ/mol: 99.5
Lowest unoccupied orbital energy (alpha / beta) in eV: 0.79 / -2.34

Element x y z (Å)
N: -1.3126 2.4532 -1.6886
H: -1.0514 2.1194 -0.7634
H: -1.4068 1.5254 -2.0912
H: -0.5324 2.9349 -2.1157
N: 0.8004 0.0336 -0.1645
C: 0.2033 -0.8581 1.0467
O: 0.4428 -2.1042 1.1844
H: 1.7866 -0.1931 0.0020
H: 0.4573 -0.6255 -0.8660
H: 0.5073 -0.1854 1.9234
H: -0.9041 -0.6010 0.9676